Record 1
Molecular formula: C4H7NO2
Method: DFT, ωB97M-V/def2-TZVPD

Properties
- LUMO energy: -3.54 eV
- Kohn-Sham gap: 6.248 eV
- Relative energy (zero: lowest compared OMol25 entry of this formula, charge and spin): 151.27 kcal/mol

```
14
Properties=species:S:1:pos:R:3:nbo_charge:R:1
O -0.496 -1.675 -0.907 -0.528
C 0.132 -0.789 -0.458 0.629
N 0.851 -0.745 0.684 -0.126
C 0.196 -0.304 1.919 0.010
O -0.501 0.730 1.738 -0.558
C 0.398 0.531 -1.432 -0.443
C -0.442 1.741 -1.112 -0.644
H -0.391 -1.199 2.157 0.288
H 1.013 -0.252 2.631 0.236
H 1.467 0.604 -1.273 0.208
H 0.254 0.042 -2.417 0.234
H -0.510 1.820 -0.041 0.259
H -1.470 1.536 -1.442 0.214
H -0.071 2.639 -1.581 0.220
```

=====

Record 2
Molecular formula: C7H9N
Method: DFT, ωB97M-V/def2-TZVPD

Properties
- LUMO energy: 0.96 eV
- Kohn-Sham gap: 8.388 eV
- Relative energy (zero: lowest compared OMol25 entry of this formula, charge and spin): 148.88 kcal/mol

```
17
Properties=species:S:1:pos:R:3:nbo_charge:R:1
C -1.405 -1.762 0.674 0.050
C 1.319 1.404 1.923 -0.403
C 0.388 1.341 1.004 -0.240
C -0.339 0.613 -1.412 -0.450
C -0.261 -0.874 -1.655 -0.451
C 0.566 0.633 -0.224 -0.198
C -0.339 -1.286 -0.173 0.114
N -0.383 -2.453 0.773 -0.293
H -2.431 -1.777 0.894 0.205
H 0.926 1.694 2.883 0.205
H 2.335 1.047 1.643 0.199
H -0.548 1.770 1.239 0.191
H 0.036 1.384 -2.141 0.224
H -1.227 0.883 -0.877 0.215
H -0.990 -1.516 -2.248 0.204
H 0.712 -1.346 -1.981 0.224
H 1.641 0.245 -0.321 0.205
```

=====

Please write out number 2 again, unchanged.
Molecular formula: C7H9N
Method: DFT, ωB97M-V/def2-TZVPD

Properties
- LUMO energy: 0.96 eV
- Kohn-Sham gap: 8.388 eV
- Relative energy (zero: lowest compared OMol25 entry of this formula, charge and spin): 148.88 kcal/mol

```
17
Properties=species:S:1:pos:R:3:nbo_charge:R:1
C -1.405 -1.762 0.674 0.050
C 1.319 1.404 1.923 -0.403
C 0.388 1.341 1.004 -0.240
C -0.339 0.613 -1.412 -0.450
C -0.261 -0.874 -1.655 -0.451
C 0.566 0.633 -0.224 -0.198
C -0.339 -1.286 -0.173 0.114
N -0.383 -2.453 0.773 -0.293
H -2.431 -1.777 0.894 0.205
H 0.926 1.694 2.883 0.205
H 2.335 1.047 1.643 0.199
H -0.548 1.770 1.239 0.191
H 0.036 1.384 -2.141 0.224
H -1.227 0.883 -0.877 0.215
H -0.990 -1.516 -2.248 0.204
H 0.712 -1.346 -1.981 0.224
H 1.641 0.245 -0.321 0.205
```